DFT (the ωB97M-V functional and the def2-TZVPD basis) results for a cluster of 12 separate species, C38H86F3N23O18S in total.

Last columns: bonded neighbours and bond lengths (Å).
Element x y z (Å)
1 C 0.82798 6.89376 0.28298  C2 1.513, H40 1.096, H41 1.086, H42 1.090
2 C -0.35860 5.96476 0.15399  C1 1.513, C3 1.524, C4 1.353
3 C -0.45331 4.83024 1.16674  C2 1.524, H43 1.095, H44 1.090, H45 1.087
4 C -1.31208 6.12284 -0.79337  C2 1.353, C5 1.520, H46 1.088
5 C -1.75687 4.97253 -1.68146  C4 1.520, C6 1.542, H47 1.095, H48 1.087
6 C -0.58865 4.43496 -2.53199  C5 1.542, C7 1.553, H49 1.089, H50 1.092
7 C -0.21560 2.95793 -2.23173  C6 1.553, C8 1.533, C9 1.558, H51 1.091
8 C -0.37922 2.10198 -3.49317  C7 1.533, H52 1.091, H53 1.090, H54 1.091
9 C 1.16924 2.86587 -1.52380  C7 1.558, C10 1.531, H55 1.087, H56 1.091
10 C 2.34143 2.27256 -2.30984  C9 1.531, C11 1.524, H57 1.091, H58 1.094
11 C 2.36473 0.75014 -2.38421  C10 1.524, C12 1.548, C31 1.538, H59 1.086
12 C 2.77210 -0.01724 -1.10245  C11 1.548, O13 1.387, C14 1.530, O22 1.446
13 O 3.74892 0.56898 -0.31130  C12 1.387, H60 0.961
14 C 1.55474 -0.31840 -0.22611  C12 1.530, C15 1.526, H61 1.089, H62 1.088
15 C 1.90144 -0.79345 1.18149  C14 1.526, O16 1.424, H63 1.090, H64 1.091
16 O 2.04000 0.33343 2.04049  C15 1.424, C17 1.391
17 C 1.04442 0.46979 3.00207  O16 1.391, C18 1.510, H65 1.096, H66 1.095
18 C 1.58881 1.28353 4.15117  C17 1.510, F19 1.331, F20 1.343, F21 1.344
19 F 2.21493 2.38595 3.74479  C18 1.331
20 F 2.46501 0.58544 4.89271  C18 1.343
21 F 0.57388 1.65586 4.94931  C18 1.344
22 O 3.20567 -1.30288 -1.60255  C12 1.446, C23 1.425
23 C 3.08505 -1.37958 -3.02037  O22 1.425, C24 1.539, C25 1.534, C31 1.566
24 C 1.72376 -1.95399 -3.44962  C23 1.539, H67 1.087, H68 1.091, H69 1.083
25 C 4.17167 -2.32617 -3.54639  C23 1.534, C26 1.536, H70 1.087, H71 1.092
26 C 4.10637 -3.71558 -2.89500  C25 1.536, C27 1.540, H72 1.090, H73 1.089
27 C 3.48763 -4.80833 -3.78612  C26 1.540, C28 1.505, H74 1.086, H75 1.091
28 C 3.32700 -6.07039 -2.98240  C27 1.505, O29 1.202, O30 1.350
29 O 4.06989 -7.01400 -3.03834  C28 1.202
30 O 2.29106 -6.09387 -2.11648  C28 1.350, H76 0.964
31 C 3.26463 0.11350 -3.45608  C11 1.538, C23 1.566, C32 1.533, N37 1.475
32 C 4.72887 0.53583 -3.28917  C31 1.533, C33 1.540, H77 1.094, H78 1.089
33 C 5.61090 0.40084 -4.54390  C32 1.540, C34 1.504, H79 1.086, H80 1.087
34 C 7.05423 0.53687 -4.14241  C33 1.504, O35 1.193, O36 1.383
35 O 7.73496 1.48580 -4.38853  C34 1.193
36 O 7.56332 -0.56685 -3.48237  C34 1.383, H81 0.964
37 N 2.78085 0.25204 -4.84244  C31 1.475, C38 1.206
38 C 2.76979 1.28177 -5.46928  N37 1.206, S39 1.560
39 S 2.77529 2.61404 -6.28014  C38 1.560
40 H 0.60557 7.81519 0.83377  C1 1.096
41 H 1.21113 7.15473 -0.69912  C1 1.086
42 H 1.62148 6.37168 0.81757  C1 1.090
43 H -0.25331 3.83780 0.74864  C3 1.095
44 H 0.29023 4.99625 1.94600  C3 1.090
45 H -1.45056 4.84970 1.59991  C3 1.087
46 H -1.84888 7.06231 -0.90587  C4 1.088
47 H -2.18430 4.17633 -1.06335  C5 1.095
48 H -2.54288 5.33211 -2.34017  C5 1.087
49 H 0.29262 5.06639 -2.43226  C6 1.089
50 H -0.89986 4.49832 -3.57664  C6 1.092
51 H -0.95974 2.58160 -1.52806  C7 1.091
52 H -0.49416 1.04220 -3.25868  C8 1.091
53 H -1.30242 2.39322 -3.99491  C8 1.090
54 H 0.42971 2.23384 -4.21271  C8 1.091
55 H 1.07655 2.36686 -0.56289  C9 1.087
56 H 1.45966 3.88752 -1.27516  C9 1.091
57 H 2.35685 2.71276 -3.30776  C10 1.091
58 H 3.26127 2.62732 -1.83555  C10 1.094
59 H 1.35923 0.37582 -2.55327  C11 1.086
60 H 4.25972 1.20822 -0.81479  O13 0.961
61 H 0.94885 -1.06478 -0.73759  C14 1.089
62 H 0.93827 0.56926 -0.10419  C14 1.088
63 H 2.84325 -1.34136 1.18018  C15 1.090
64 H 1.10742 -1.46080 1.52120  C15 1.091
65 H 0.14310 0.96376 2.62261  C17 1.096
66 H 0.72227 -0.49023 3.41764  C17 1.095
67 H 0.96549 -1.19302 -3.61614  C24 1.087
68 H 1.35835 -2.57802 -2.63330  C24 1.091
69 H 1.78753 -2.51429 -4.37459  C24 1.083
70 H 5.15114 -1.90782 -3.33018  C25 1.087
71 H 4.05499 -2.39091 -4.62989  C25 1.092
72 H 5.12208 -4.04259 -2.67246  C26 1.090
73 H 3.58516 -3.67029 -1.93942  C26 1.089
74 H 4.14376 -5.01789 -4.62578  C27 1.086
75 H 2.49814 -4.51562 -4.14040  C27 1.091
76 H 1.71884 -5.32968 -2.25348  O30 0.964
77 H 4.78017 1.58680 -2.99124  C32 1.094
78 H 5.16412 -0.03335 -2.46959  C32 1.089
79 H 5.46203 -0.55218 -5.04367  C33 1.086
80 H 5.41745 1.23558 -5.21242  C33 1.087
81 H 7.52719 -0.43662 -2.52830  O36 0.964
82 C -2.18768 4.85504 6.08660  O83 1.218, N84 1.371, N85 1.366
83 O -2.94804 5.51099 6.77512  C82 1.218
84 N -2.21125 4.90509 4.71663  C82 1.371, H86 1.003, H87 1.002
85 N -1.27050 3.98787 6.60983  C82 1.366, H88 1.004, H89 1.004
86 H -1.59012 4.37796 4.13179  N84 1.003
87 H -2.88491 5.51336 4.29119  N84 1.002
88 H -1.20166 3.91240 7.60831  N85 1.004
89 H -0.65548 3.43166 6.04416  N85 1.004
90 C -0.60216 -1.77654 -6.51699  O91 1.219, N92 1.366, N93 1.368
91 O -0.61611 -2.28797 -5.41031  C90 1.219
92 N 0.22364 -0.73179 -6.82237  C90 1.366, H94 1.002, H95 1.005
93 N -1.40699 -2.21168 -7.53398  C90 1.368, H96 1.002, H97 1.002
94 H 0.25456 -0.29395 -7.72307  N92 1.002
95 H 0.83264 -0.40396 -6.09307  N92 1.005
96 H -2.02146 -2.97834 -7.33534  N93 1.002
97 H -1.40919 -1.80653 -8.45007  N93 1.002
98 C -4.62118 5.09692 -5.12969  O99 1.217, N100 1.366, N101 1.373
99 O -3.74550 4.58132 -4.45948  C98 1.217
100 N -4.35744 5.77782 -6.28433  C98 1.366, H102 1.002, H103 1.003
101 N -5.94607 5.03165 -4.77643  C98 1.373, H104 1.003, H105 1.002
102 H -5.06423 6.20624 -6.85045  N100 1.002
103 H -3.39740 5.84280 -6.56672  N100 1.003
104 H -6.17428 4.51745 -3.94594  N101 1.003
105 H -6.68457 5.44045 -5.31650  N101 1.002
106 C 3.51667 -1.01704 8.35167  O107 1.216, N108 1.372, N109 1.368
107 O 4.24841 -0.04942 8.43192  C106 1.216
108 N 3.50794 -2.00685 9.30236  C106 1.372, H110 1.001, H111 1.002
109 N 2.64488 -1.19947 7.31342  C106 1.368, H112 1.005, H113 1.002
110 H 2.91776 -2.81456 9.25614  N108 1.001
111 H 4.13732 -1.90249 10.07522  N108 1.002
112 H 2.62505 -0.49925 6.59333  N109 1.005
113 H 2.03701 -1.99217 7.24003  N109 1.002
114 C -5.02344 7.18059 -0.76559  O115 1.217, N116 1.369, N117 1.370
115 O -4.28187 6.46870 -0.11489  C114 1.217
116 N -5.57143 8.32962 -0.26217  C114 1.369, H118 1.002, H119 1.003
117 N -5.35444 6.88715 -2.06186  C114 1.370, H120 1.005, H121 1.002
118 H -6.17794 8.93061 -0.78581  N116 1.002
119 H -5.33881 8.57114 0.68260  N116 1.003
120 H -4.94333 6.06311 -2.46372  N117 1.005
121 H -5.95294 7.45993 -2.62484  N117 1.002
122 C -4.95796 2.24073 8.44124  O123 1.215, N124 1.372, N125 1.370
123 O -4.81111 2.95499 9.41344  C122 1.215
124 N -5.82624 1.17892 8.41214  C122 1.372, H126 1.005, H127 1.003
125 N -4.26398 2.39952 7.27032  C122 1.370, H128 1.004, H129 1.007
126 H -5.95528 0.59501 7.60414  N124 1.005
127 H -6.36246 0.98823 9.23806  N124 1.003
128 H -3.59594 3.14619 7.20211  N125 1.004
129 H -4.39631 1.78974 6.48051  N125 1.007
130 C -6.39138 1.92682 4.10234  O131 1.228, N132 1.359, N133 1.361
131 O -5.99902 1.03073 4.84387  C130 1.228
132 N -6.29734 3.23537 4.45630  C130 1.359, H134 1.002, H135 1.007
133 N -6.94043 1.66337 2.88479  C130 1.361, H136 1.003, H137 1.002
134 H -6.61083 3.98831 3.87384  N132 1.002
135 H -5.89895 3.44603 5.35690  N132 1.007
136 H -7.01710 0.70134 2.61157  N133 1.003
137 H -7.26790 2.37696 2.26222  N133 1.002
138 C -4.31664 -2.05015 9.34817  O139 1.221, N140 1.362, N141 1.370
139 O -5.43583 -2.14464 8.86816  C138 1.221
140 N -3.56990 -0.91589 9.23885  C138 1.362, H142 1.002, H143 1.006
141 N -3.72977 -3.08431 10.02848  C138 1.370, H144 1.002, H145 1.002
142 H -2.64642 -0.81590 9.61420  N140 1.002
143 H -3.99089 -0.14504 8.74899  N140 1.006
144 H -4.26043 -3.92910 10.12455  N141 1.002
145 H -2.81557 -3.02995 10.43417  N141 1.002
146 C 2.57471 -10.96320 -2.53089  O147 1.220, N148 1.359, N149 1.376
147 O 2.23397 -11.68190 -1.60589  C146 1.220
148 N 2.78441 -9.62639 -2.40054  C146 1.359, H150 1.003, H151 1.002
149 N 2.77783 -11.46409 -3.79591  C146 1.376, H152 1.002, H153 1.005
150 H 3.07913 -9.02174 -3.14442  N148 1.003
151 H 2.65434 -9.22628 -1.49067  N148 1.002
152 H 2.61498 -12.44500 -3.92226  N149 1.002
153 H 3.04987 -10.90316 -4.58411  N149 1.005
154 C -2.67414 -1.28000 3.91727  O155 1.224, N156 1.368, N157 1.362
155 O -1.69620 -1.27963 3.18046  C154 1.224
156 N -2.91086 -2.28925 4.81053  C154 1.368, H158 1.003, H159 1.002
157 N -3.59973 -0.28043 3.91809  C154 1.362, H160 1.003, H161 1.008
158 H -3.70332 -2.30834 5.42544  N156 1.003
159 H -2.25143 -3.04310 4.83650  N156 1.002
160 H -3.45336 0.47439 3.27477  N157 1.003
161 H -4.40967 -0.25023 4.51713  N157 1.008
162 C 4.36557 -12.97131 -6.90713  O163 1.219, N164 1.366, N165 1.368
163 O 4.05658 -11.83545 -7.22546  C162 1.219
164 N 4.60910 -13.31257 -5.60689  C162 1.366, H166 1.002, H167 1.004
165 N 4.48480 -13.98250 -7.82017  C162 1.368, H168 1.002, H169 1.002
166 H 4.86262 -14.23278 -5.30204  N164 1.002
167 H 4.53691 -12.57268 -4.93145  N164 1.004
168 H 4.30780 -13.75526 -8.78016  N165 1.002
169 H 4.73656 -14.92084 -7.57656  N165 1.002

Results
* SMILES: CC(C)=CCC[C@@H](C)CC[C@@H]1[C@@](O)(CCOCC(F)(F)F)O[C@](C)(CCCC(=O)O)[C@@]1(CCC(=O)O)N=C=S.NC(N)=O.NC(N)=O.NC(N)=O.NC(N)=O.NC(N)=O.NC(N)=O.NC(N)=O.NC(N)=O.NC(N)=O.NC(N)=O.NC(N)=O
* electronic energy: -4811.4734 hartree
* gap between HOMO and LUMO: 7.26 eV
* E_LUMO: -0.079 eV